{
  "formula": "C8H18ClNO4PZr",
  "method": "ωB97M-V/def2-TZVPD",
  "total_charge": 3,
  "total_energy_ha": -1518.58741,
  "multiplicity": 1,
  "species": ["Zr", "Cl", "C", "C", "N", "H", "H", "H", "C", "C", "O", "P", "O", "O", "C", "C", "O", "C", "C", "H", "H", "H", "H", "H", "H", "H", "H", "H", "H", "H", "H", "H", "H", "H"],
  "coordinates": [[29.761, 17.168, -14.507], [32.277, 17.779, -13.671], [35.733, 18.205, -13.759], [36.136, 17.921, -12.354], [36.391, 17.813, -11.247], [36.643, 18.166, -14.358], [35.337, 19.216, -13.850], [35.058, 17.475, -14.206], [26.832, 19.119, -9.810], [27.441, 19.193, -11.221], [28.395, 20.223, -11.311], [29.149, 20.432, -12.747], [29.629, 19.208, -13.482], [30.274, 21.488, -12.382], [31.410, 21.591, -13.265], [32.574, 21.238, -12.368], [28.168, 21.426, -13.645], [27.553, 22.519, -13.004], [27.791, 23.775, -13.812], [27.589, 18.888, -9.061], [26.358, 20.047, -9.491], [26.116, 18.303, -9.714], [27.864, 18.206, -11.405], [26.636, 19.304, -11.948], [31.402, 20.832, -14.047], [31.561, 22.551, -13.760], [33.497, 21.553, -12.854], [32.480, 21.735, -11.403], [32.615, 20.184, -12.091], [26.488, 22.355, -13.165], [27.780, 22.619, -11.942], [27.359, 23.678, -14.808], [27.328, 24.572, -13.230], [28.857, 23.978, -13.910]],
  "lowdin_charge": [2.018, 0.178, -0.049, -0.156, 0.256, 0.116, 0.081, 0.047, -0.024, -0.284, -0.115, 0.611, -0.444, -0.122, -0.227, -0.060, -0.143, -0.258, -0.020, 0.095, 0.101, 0.100, 0.099, 0.130, 0.088, 0.147, 0.099, 0.104, 0.043, 0.150, 0.137, 0.102, 0.111, 0.090]
}

***

{
  "formula": "C13H10BrClN2O3Yb",
  "method": "ωB97M-V/def2-TZVPD",
  "e_above_lowest_ev": 0.000,
  "total_charge": 2,
  "multiplicity": 1,
  "species": ["C", "C", "C", "N", "C", "C", "C", "Cl", "C", "C", "C", "C", "C", "O", "Br", "C", "O", "N", "C", "O", "H", "H", "H", "H", "H", "H", "H", "H", "H", "H", "Yb"],
  "coordinates": [[-2.785, 2.791, -0.780], [-1.755, 1.873, -0.032], [-2.368, 0.880, 1.009], [-0.490, 1.958, -0.325], [0.229, 0.909, 0.359], [0.811, 1.226, 1.665], [1.506, 0.177, 2.368], [2.208, 0.435, 3.963], [1.602, -1.118, 1.733], [1.043, -1.451, 0.444], [0.354, -0.399, -0.264], [-0.255, -0.643, -1.671], [0.783, -0.161, -2.724], [0.974, 1.064, -2.948], [1.882, -1.438, -3.810], [1.299, -2.930, 0.060], [0.935, -3.459, -0.952], [2.001, -3.455, 1.182], [2.277, -2.438, 2.183], [2.890, -2.675, 3.167], [-2.703, 2.663, -1.887], [-3.818, 2.459, -0.510], [-2.594, 3.856, -0.517], [-3.456, 1.108, 1.146], [-1.913, 0.972, 2.027], [-2.274, -0.166, 0.613], [0.649, 2.252, 2.059], [-0.592, -1.686, -1.860], [-1.143, 0.036, -1.764], [2.828, -3.905, 0.773], [1.874, 1.264, -4.708]],
  "lowdin_charge": [-0.021, -0.325, -0.008, 0.105, -0.219, 0.010, -0.519, 0.747, -0.055, -0.004, -0.102, -0.074, -0.572, -0.198, 0.854, -0.371, 0.108, 0.174, -0.365, 0.168, 0.078, 0.082, 0.097, 0.091, 0.101, 0.100, 0.139, 0.136, 0.137, 0.173, 1.535]
}